1.
{
  "formula": "C3H8O",
  "method": "ωB97M-V with the def2-TZVPD basis set",
  "elements": ["C", "C", "C", "O", "H", "H", "H", "H", "H", "H", "H", "H"],
  "coordinates": [[1.277, 0.850, 0.305], [-0.239, 0.520, 0.222], [-0.429, -0.878, -0.346], [-1.701, -1.349, 0.076], [1.912, 0.024, 0.663], [1.476, 1.711, 0.941], [1.702, 1.097, -0.684], [-0.940, 0.632, 1.091], [-0.686, 1.206, -0.504], [0.260, -1.625, 0.080], [-0.123, -0.782, -1.410], [-2.508, -1.405, -0.436]],
  "forces_ev_per_a": [[-0.054, 0.132, 0.135], [0.046, 0.137, -0.207], [0.226, 0.110, 0.117], [-0.265, -0.675, 0.455], [-0.512, 0.101, 0.151], [-0.028, 0.027, 0.044], [-0.433, -0.061, 0.220], [1.428, -0.155, -0.109], [0.054, 0.103, -0.034], [-0.010, 0.493, 0.037], [-1.027, -0.638, 0.108], [0.577, 0.426, -0.919]],
  "mulliken_charge": [-1.091, -0.268, -0.383, -0.544, 0.321, 0.303, 0.307, 0.330, 0.204, 0.254, 0.275, 0.291],
  "orbital_gap_ev": 11.2,
  "smiles": "CCCO",
  "de_lowest_kcal_mol": 19.4,
  "max_force_ev_per_a": 1.4
}

***

2.
{
  "formula": "C18H59AsF6O11",
  "method": "ωB97M-V with the def2-TZVPD basis set",
  "elements": ["O", "H", "H", "H", "As", "F", "F", "F", "F", "F", "F", "C", "C", "C", "O", "H", "H", "H", "H", "H", "H", "H", "H", "C", "C", "C", "O", "H", "H", "H", "H", "H", "H", "H", "H", "C", "C", "C", "O", "H", "H", "H", "H", "H", "H", "H", "H", "C", "C", "C", "O", "H", "H", "H", "H", "H", "H", "H", "H", "C", "O", "H", "H", "H", "H", "C", "O", "H", "H", "H", "H", "C", "O", "H", "H", "H", "H", "C", "O", "H", "H", "H", "H", "C", "O", "H", "H", "H", "H", "C", "O", "H", "H", "H", "H"],
  "coordinates": [[3.499, -3.218, -1.853], [3.889, -3.231, -0.975], [2.775, -3.840, -1.959], [3.254, -2.334, -2.136], [0.469, -0.230, -0.526], [2.181, -0.001, 0.096], [0.942, -1.864, -1.021], [-1.242, -0.416, -1.164], [0.168, 1.482, 0.076], [0.992, 0.378, -2.112], [-0.107, -0.994, 0.991], [2.876, 3.351, -1.545], [2.946, 4.692, -2.315], [1.660, 5.572, -2.112], [3.887, 5.467, -1.583], [2.658, 3.340, -0.477], [3.827, 2.847, -1.718], [2.160, 2.693, -2.036], [3.119, 4.535, -3.380], [1.510, 5.667, -1.037], [0.752, 5.190, -2.579], [1.793, 6.555, -2.565], [4.544, 4.827, -1.299], [-1.603, 0.949, -4.534], [-2.590, 1.783, -3.686], [-1.773, 2.730, -2.768], [-3.282, 2.530, -4.578], [-0.738, 0.724, -3.910], [-1.361, 1.401, -5.496], [-2.102, -0.019, -4.565], [-3.387, 1.316, -3.107], [-1.333, 2.182, -1.935], [-2.182, 3.701, -2.491], [-0.888, 3.062, -3.311], [-2.747, 3.264, -4.890], [-2.040, -3.777, 0.200], [-3.142, -3.589, -0.833], [-4.597, -3.421, -0.357], [-2.798, -2.518, -1.663], [-2.200, -3.039, 0.986], [-0.996, -3.749, -0.115], [-2.285, -4.788, 0.526], [-2.944, -4.478, -1.432], [-4.945, -4.350, 0.095], [-5.171, -3.098, -1.225], [-4.566, -2.685, 0.446], [-2.227, -1.914, -1.182], [0.496, -2.664, 3.910], [-0.269, -3.642, 4.845], [-1.242, -4.565, 4.004], [0.775, -4.379, 5.486], [1.047, -3.181, 3.124], [1.356, -2.221, 4.412], [-0.007, -1.785, 3.507], [-0.687, -3.013, 5.631], [-1.900, -3.935, 3.405], [-1.893, -5.196, 4.610], [-0.636, -5.240, 3.400], [0.460, -4.978, 6.167], [-4.517, 0.198, -0.524], [-5.278, 0.156, 0.686], [-3.519, 0.614, -0.388], [-4.493, -0.745, -1.070], [-5.062, 0.854, -1.203], [-5.972, -0.489, 0.532], [-3.047, -0.913, 3.138], [-2.427, -0.086, 2.183], [-3.650, -1.514, 2.459], [-2.284, -1.421, 3.728], [-3.654, -0.319, 3.822], [-1.726, -0.503, 1.676], [4.122, -0.213, -2.557], [3.066, -0.848, -3.198], [4.038, -0.314, -1.474], [5.154, -0.295, -2.895], [4.019, 0.868, -2.656], [2.261, -0.362, -3.005], [1.848, 1.230, 3.387], [2.390, 2.041, 4.430], [0.761, 1.257, 3.304], [2.343, 1.616, 2.495], [2.222, 0.222, 3.562], [2.591, 2.856, 3.965], [-0.966, 5.037, 1.006], [-1.610, 3.734, 1.146], [-0.577, 5.364, 1.971], [-0.211, 4.856, 0.242], [-1.722, 5.709, 0.599], [-1.166, 3.137, 0.539], [5.219, -1.460, 0.972], [5.701, -2.186, -0.121], [5.522, -0.416, 0.896], [4.131, -1.507, 0.939], [5.700, -1.779, 1.896], [6.638, -2.264, 0.076]],
  "forces_ev_per_a": [[0.714, -1.522, -0.124], [0.686, 0.135, 0.922], [-0.631, -0.267, 0.050], [-0.824, 2.434, -1.246], [-0.430, 1.106, 1.425], [-1.936, -0.513, -0.680], [-0.148, 0.640, -0.176], [2.607, 0.608, 0.758], [0.142, -2.587, -1.014], [-0.539, -0.143, 0.891], [0.890, 1.005, -1.301], [-0.341, -0.496, -1.734], [-2.301, 0.633, 2.645], [0.356, -0.754, -0.567], [0.995, 0.054, -0.825], [-0.037, 0.638, -0.109], [0.314, -0.058, 0.246], [-0.268, -0.092, 0.103], [0.565, 0.067, -0.009], [-0.060, 0.134, -0.117], [0.028, -0.426, 0.057], [0.314, 0.066, 0.197], [0.408, 0.277, 0.141], [-0.724, -1.638, 2.348], [2.119, 1.400, 0.835], [0.925, -0.287, -0.209], [-2.457, 2.004, -1.989], [0.421, 0.205, -0.343], [-0.158, -0.090, 0.250], [0.171, -0.232, -1.088], [0.560, -0.908, 0.037], [-0.343, 0.168, 0.338], [-0.886, -0.451, 0.435], [0.299, -0.189, -0.510], [0.073, 0.009, -0.067], [-1.555, -0.282, 1.036], [1.473, -0.212, -0.814], [1.578, -0.582, 0.413], [-0.210, 0.690, -0.856], [0.283, -0.126, 0.432], [-0.291, 0.128, -0.547], [0.519, -0.026, 0.934], [-1.048, -0.274, -0.537], [-0.326, -0.045, -0.235], [-0.205, -0.099, 0.302], [-0.347, 0.331, -0.133], [-0.042, 0.184, -0.075], [0.940, -0.097, 0.243], [0.556, 0.218, -1.065], [0.532, 0.908, 1.208], [0.441, -0.343, -0.323], [-0.601, -0.354, -0.447], [-0.162, 0.000, 0.795], [-0.610, -0.457, -0.087], [-0.931, -0.184, -0.175], [0.157, -0.075, -0.229], [0.079, 0.065, 0.320], [0.031, 0.260, -0.212], [-0.409, 0.079, -0.063], [-0.896, 0.576, -0.712], [0.542, -0.445, 0.026], [-0.136, -0.247, 0.437], [0.379, -0.252, 0.426], [0.152, 0.416, -0.260], [-0.116, 0.032, 0.121], [0.426, 0.011, -1.247], [0.392, 1.899, 0.055], [-0.572, -0.991, 1.146], [-0.245, -0.557, 0.072], [-0.052, 0.098, -0.301], [-0.103, -0.388, 0.384], [0.472, 2.865, 1.355], [0.573, -2.147, -0.663], [0.382, -0.451, 0.197], [-0.304, -1.350, -0.465], [-0.322, 0.269, -0.159], [-0.410, 0.205, 0.180], [1.076, 0.015, -0.071], [-0.321, 0.301, 0.098], [0.013, 0.062, 0.059], [-0.539, -0.504, -0.618], [-0.337, -0.159, -0.102], [0.059, 0.263, 0.583], [-0.812, -1.843, -0.716], [0.173, 0.786, 0.330], [0.082, 0.072, -0.188], [0.432, 0.780, 0.262], [0.175, 0.337, 0.209], [-0.069, -0.175, 0.138], [-0.217, 1.223, 0.658], [0.385, -0.799, -0.631], [-0.257, 0.302, -0.216], [0.079, 0.006, 0.555], [-0.634, -0.445, 0.250], [0.195, -0.400, -0.647]],
  "mulliken_charge": [-0.272, 0.389, 0.462, 0.361, 2.239, -0.550, -0.507, -0.259, -0.295, -0.490, -0.574, -1.009, 0.467, -1.104, -0.549, 0.443, 0.399, -0.033, 0.236, 0.208, 0.209, 0.374, 0.331, -0.791, 0.606, -1.153, -0.617, -0.148, 0.343, 0.350, 0.073, 0.053, 0.493, 0.373, 0.360, -1.077, 0.662, -0.991, -0.548, 0.079, 0.094, 0.514, 0.280, 0.447, 0.337, -0.114, 0.172, -1.071, 0.273, -0.916, -0.566, 0.323, 0.393, 0.167, 0.290, 0.075, 0.410, 0.313, 0.311, -0.354, -0.527, -0.042, 0.166, 0.450, 0.302, -0.078, -0.331, -0.032, -0.058, 0.283, 0.215, -0.424, -0.764, 0.139, 0.295, 0.142, 0.425, -0.002, -0.579, 0.215, -0.029, 0.064, 0.323, -0.061, -0.498, 0.255, -0.294, 0.259, 0.227, -0.405, -0.532, 0.279, 0.023, 0.381, 0.289],
  "orbital_gap_ev": 7.9,
  "de_lowest_kcal_mol": 76.5,
  "max_force_ev_per_a": 3.7
}

***

3.
{
  "formula": "CH4N6O",
  "method": "ωB97M-V with the def2-TZVPD basis set",
  "elements": ["N", "N", "C", "O", "N", "N", "N", "N", "H", "H", "H", "H"],
  "coordinates": [[1.925, -0.655, -0.276], [0.803, -1.343, 0.220], [-0.318, -0.844, -0.053], [-1.477, -1.666, -0.104], [-2.477, -0.739, -0.046], [-2.103, 0.435, 0.016], [-0.805, 0.354, -0.294], [0.161, 1.297, 0.075], [1.656, 0.455, 0.050], [2.626, -1.065, 0.231], [0.355, 2.055, -0.726], [-0.347, 1.716, 0.906]],
  "forces_ev_per_a": [[-2.825, 4.559, 0.308], [-1.018, -0.477, -1.355], [0.433, -5.010, 0.665], [0.954, 1.776, -0.021], [-3.486, -0.975, 1.586], [-0.426, -0.690, -1.268], [3.168, 2.770, -1.544], [-1.806, 4.088, 0.085], [1.923, -3.759, -1.053], [2.593, -0.590, 1.410], [-1.125, -2.076, 2.319], [1.615, 0.385, -1.132]],
  "mulliken_charge": [-0.533, -0.285, 0.343, -0.164, 0.003, -0.470, 0.532, -0.595, 0.360, 0.243, 0.287, 0.280],
  "orbital_gap_ev": 8.5,
  "smiles": "N/N=c1/onnn1N",
  "de_lowest_kcal_mol": 78.2,
  "max_force_ev_per_a": 5.4
}